Density functional theory data (wB97M-V/def2-TZVPD) for 2 unconnected molecules or ions with the total composition C24H43O8P at a distorted geometry.

Values from the calculation:
Molar mass   490.574 g/mol
SMILES   CCC1=C(CCCCCCCCCOC)C(=O)C=C(O)C1=O.CCOP(=O)(OCC)OCC
E   -51239.8255 eV
HOMO level   -9.51 eV
Charge   0
Kohn-Sham gap   7.34 eV

Cartesian coordinates (Å):
1 C 1.206 -3.551 2.764
2 C -0.371 -3.134 2.574
3 C -0.618 -1.744 1.731
4 C -1.485 -1.673 0.487
5 C -2.215 -3.035 -0.139
6 C -0.980 -4.025 -0.671
7 C -0.651 -3.837 -2.277
8 C -0.639 -5.240 -3.130
9 C 0.839 -5.927 -3.310
10 C 1.771 -5.247 -4.491
11 C 2.217 -6.326 -5.675
12 C 3.835 -6.395 -5.932
13 C 4.644 -7.474 -4.998
14 O 3.958 -8.771 -4.913
15 C 3.229 -8.944 -3.648
16 C -1.716 -0.207 -0.273
17 O -2.015 -0.102 -1.589
18 C -1.612 1.172 0.656
19 C -0.722 1.143 1.865
20 O -0.536 2.254 2.811
21 C 0.065 -0.281 2.166
22 O 1.270 -0.282 2.763
23 H 1.862 -3.388 1.783
24 H 1.655 -2.998 3.699
25 H 1.218 -4.726 2.969
26 H -0.916 -4.078 2.118
27 H -0.838 -2.951 3.653
28 H -2.820 -3.533 0.734
29 H -2.970 -2.770 -1.017
30 H 0.044 -3.800 -0.105
31 H -1.249 -5.143 -0.378
32 H -1.449 -3.108 -2.768
33 H 0.393 -3.300 -2.372
34 H -1.328 -6.007 -2.529
35 H -1.111 -5.023 -4.181
36 H 1.460 -6.009 -2.307
37 H 0.647 -7.049 -3.653
38 H 2.797 -4.806 -4.072
39 H 1.152 -4.372 -5.013
40 H 1.715 -5.953 -6.686
41 H 1.793 -7.407 -5.488
42 H 4.067 -6.684 -7.065
43 H 4.357 -5.341 -5.772
44 H 5.698 -7.691 -5.513
45 H 4.888 -6.968 -3.972
46 H 3.453 -8.141 -2.827
47 H 2.063 -8.880 -3.874
48 H 3.406 -10.012 -3.188
49 H -2.184 2.169 0.434
50 H 0.404 2.601 2.816
51 C -2.063 4.942 2.489
52 C -2.538 5.905 3.562
53 O -1.882 7.158 3.478
54 P -2.143 8.080 2.136
55 O -3.539 8.543 2.620
56 O -1.423 9.505 2.617
57 C -2.171 10.718 2.502
58 C -2.788 11.082 3.847
59 O -0.583 7.563 1.595
60 C 0.629 7.861 2.296
61 C 0.853 7.096 3.594
62 H -2.307 5.316 1.488
63 H -2.541 3.967 2.609
64 H -0.984 4.803 2.525
65 H -3.620 6.048 3.506
66 H -2.308 5.486 4.547
67 H -2.928 10.637 1.719
68 H -1.479 11.513 2.190
69 H -3.216 10.214 4.365
70 H -3.572 11.835 3.722
71 H -2.021 11.491 4.516
72 H 0.745 8.934 2.460
73 H 1.436 7.580 1.609
74 H 0.224 7.477 4.403
75 H 1.889 7.211 3.933
76 H 0.649 6.031 3.476